This record from OMol25 describes 2 unconnected molecules or ions with the total composition CH5NO2S at a distorted geometry. The level of theory is ωB97M-V/def2-TZVPD.

Values from the calculation:
frontier orbital gap	9.23	eV
largest force on an atom	4.5	eV Å⁻¹
total energy	-644.42978	hartree
HOMO energy	-8.62	eV
SMILES	C=N.OSO

The geometry in ORCA input format:
```
! wB97M-V def2-TZVPD RIJCOSX def2/J DEFGRID3
* xyz 0 1
C -1.476 -0.196 0.602
N -1.588 0.903 0.007
H -1.747 -1.202 0.328
H -0.771 0.006 1.440
H -2.309 1.031 -0.674
O 1.495 -1.292 -0.499
S 1.918 -0.075 0.512
O 1.622 1.216 -0.454
H 2.061 -1.854 -1.062
H 0.795 1.464 -0.200
*
```